a | 215
Properties=species:S:1:pos:R:3 method="wB97M-V/def2-TZVPD" charge=0 e_homo_ha=-0.31621 lumo_ev=0.55 gap_ev=9.2 smiles=COC[C@H](C)N.COC[C@H](C)N.COC[C@H](C)N.COC[C@H](C)N.COC[C@H](C)N.COC[C@H](C)N.COC[C@H](C)N.COCCNCCOC.COCCNCCOC.COCCNCCOC.COCCNCCOC multiplicity=1
C 6.91352 16.61363 14.11208
O 7.39535 15.64796 15.08104
C 6.77595 15.90903 16.35705
C 7.05552 14.72307 17.26735
C 8.54843 14.59461 17.59098
N 6.50426 13.57592 16.57509
H 7.36679 16.41782 13.14700
H 7.19054 17.59542 14.47643
H 5.81302 16.56104 13.98304
H 7.13715 16.82832 16.82058
H 5.67549 15.95249 16.28658
H 6.55307 14.89415 18.21124
H 8.65561 13.79707 18.34574
H 9.03345 15.45151 17.99033
H 9.08911 14.24599 16.70688
H 7.03966 13.48402 15.71369
H 6.70527 12.70845 17.07920
C 15.45212 20.00924 20.31030
O 15.05392 21.38040 20.38691
C 13.65536 21.54949 20.27151
C 13.21734 22.98125 20.30357
C 13.89906 23.77722 19.18013
N 13.50350 23.60964 21.61430
H 15.33400 19.64966 19.28089
H 14.90227 19.33919 20.92994
H 16.51225 20.01270 20.57967
H 13.30068 21.05834 19.34974
H 13.16724 21.01124 21.06698
H 12.12592 23.06361 20.14171
H 13.46321 23.52691 18.22160
H 14.97391 23.54992 19.22215
H 13.70905 24.82100 19.42225
H 12.85292 23.18705 22.29561
H 14.42639 23.35838 21.93030
C 11.55944 12.16422 15.72266
O 10.98988 10.87008 15.96842
C 10.72774 10.21984 14.73067
C 9.36919 9.43525 14.88544
C 8.27790 10.46159 14.96132
N 9.39475 8.42766 15.93391
H 12.37562 12.19990 15.03020
H 11.85483 12.61081 16.67176
H 10.81166 12.84165 15.32037
H 10.70855 10.97121 13.92922
H 11.51735 9.52525 14.42315
H 9.41858 8.91961 13.92351
H 8.34657 11.11348 15.87062
H 7.28449 10.01549 14.98466
H 8.36120 11.11998 14.06666
H 9.41598 8.94067 16.81947
H 10.25918 7.87666 15.92834
C 17.03618 17.09796 19.12969
O 15.98949 17.03260 20.09406
C 16.07526 15.92384 20.91510
C 14.88796 15.84808 21.83928
C 15.01816 16.90617 22.94335
N 14.85210 14.50381 22.47281
H 16.90255 16.33176 18.33400
H 18.00526 16.94461 19.60354
H 17.04374 18.07937 18.69445
H 16.07345 14.98872 20.35343
H 17.00816 15.86035 21.50250
H 14.01961 15.91747 21.17339
H 14.32128 16.69948 23.76696
H 14.81864 17.91520 22.53207
H 16.01656 16.82692 23.37855
H 15.01022 13.70214 21.89033
H 14.00114 14.37627 22.99239
C 14.25905 16.99883 9.39907
O 13.87788 16.74215 10.74469
C 14.42661 15.56957 11.35806
C 14.03992 15.61431 12.83443
C 15.13724 16.20981 13.68847
N 13.80326 14.22539 13.37046
H 13.64942 16.39053 8.69374
H 15.34956 16.81133 9.24398
H 14.09535 18.06256 9.21753
H 14.00934 14.69807 10.82766
H 15.48206 15.45188 11.15165
H 13.12981 16.20272 12.74612
H 16.09815 15.66086 13.64096
H 14.77734 16.06052 14.69516
H 15.21557 17.27358 13.52702
H 13.19791 13.73842 12.69084
H 13.33060 14.27850 14.26429
C 10.72897 15.58174 14.39603
O 11.71480 15.30204 15.37156
C 11.96294 16.42831 16.23694
C 12.82263 16.11625 17.39945
C 12.06040 15.30226 18.46514
N 13.20846 17.44386 18.01336
H 10.85205 14.82255 13.62775
H 10.87104 16.56001 13.94449
H 9.70953 15.50849 14.75307
H 12.46778 17.21116 15.62346
H 11.02079 16.86719 16.54836
H 13.65804 15.47177 17.17403
H 11.63626 14.41730 17.95466
H 11.31124 15.91526 18.96400
H 12.77737 14.93578 19.20147
H 13.82506 17.14710 18.76751
H 13.69597 18.02170 17.37110
C 11.21603 13.16729 21.75789
O 10.62369 11.93898 21.38173
C 9.70504 11.99898 20.36957
C 9.31516 10.60902 19.86705
C 10.57834 9.78855 19.70342
N 8.61314 10.67429 18.55455
H 11.59333 13.08752 22.79253
H 10.47421 13.97853 21.72642
H 12.04899 13.43206 21.05989
H 8.76740 12.58335 20.67423
H 10.10698 12.53364 19.46342
H 8.62554 10.10999 20.57912
H 10.26127 8.76118 19.51178
H 11.18745 9.77166 20.62813
H 11.15792 10.11592 18.83016
H 7.65526 10.96097 18.67404
H 9.03679 11.26203 17.84945
C 16.88962 18.77959 15.36778
O 15.56999 19.02344 15.75371
C 15.12882 20.15802 15.05719
C 13.61724 20.40748 15.27850
N 13.33246 20.88298 16.64956
C 11.87241 21.19600 16.78375
C 10.86225 20.02553 16.71796
O 9.54065 20.50246 16.98721
C 8.59369 19.44803 16.96119
H 17.18995 17.77637 15.69586
H 17.56970 19.53113 15.69479
H 16.97109 18.87315 14.28838
H 15.22354 20.03934 13.96248
H 15.70766 21.02306 15.29390
H 13.10318 19.42552 15.09952
H 13.22230 21.06102 14.49612
H 13.53422 20.16684 17.31693
H 11.63750 21.95652 16.06239
H 11.75947 21.61287 17.78549
H 11.25851 19.24375 17.38089
H 10.87224 19.55827 15.73954
H 8.82226 18.66740 17.67239
H 8.61265 18.99095 15.97763
H 7.60516 19.88583 17.11354
C 13.76416 24.05411 11.46486
O 13.43399 22.67459 11.16300
C 14.31516 21.72899 11.63157
C 13.71212 20.33771 11.44815
N 12.46860 20.20476 12.16049
C 11.62876 19.06548 11.75724
C 10.45715 19.00974 12.66986
O 9.61833 20.16260 12.48215
C 8.61979 20.30288 13.49138
H 13.92590 24.06344 12.54801
H 12.85997 24.58267 11.10272
H 14.72024 24.31904 10.98915
H 14.64374 21.91138 12.67850
H 15.21051 21.68289 10.99026
H 14.45309 19.58971 11.77257
H 13.60693 20.18601 10.35111
H 11.99696 21.10543 12.20155
H 12.20318 18.13451 11.78476
H 11.14745 19.14875 10.75878
H 10.77101 18.93858 13.72967
H 9.87345 18.10999 12.42164
H 9.07766 20.75813 14.36118
H 8.12935 19.36796 13.70320
H 7.91879 21.00038 13.03712
C 12.38717 13.82596 25.77025
O 13.23701 12.97975 25.02002
C 13.22848 11.65051 25.57011
C 14.57296 10.92362 25.25139
N 14.91128 10.93906 23.82646
C 13.87076 10.32960 23.02492
C 14.35771 10.16414 21.61312
O 14.41176 11.49924 21.07725
C 14.78152 11.46662 19.72100
H 11.36569 13.40249 25.88974
H 12.34558 14.77451 25.19943
H 12.84378 14.07050 26.74286
H 12.37781 11.11348 25.14363
H 13.01466 11.69668 26.66039
H 14.48455 9.84614 25.53970
H 15.44182 11.36234 25.72560
H 15.05713 11.91202 23.57425
H 12.90348 10.84743 22.90150
H 13.59539 9.33980 23.37528
H 13.69710 9.48855 21.02007
H 15.37871 9.72002 21.65698
H 14.01315 10.94776 19.11250
H 15.77054 10.99140 19.58384
H 14.76640 12.50162 19.40816
C 9.79833 16.10643 23.85950
O 9.75006 16.83202 22.64535
C 11.02981 17.28822 22.27326
C 10.92699 18.33427 21.13779
N 10.49480 19.55953 21.64971
C 10.13173 20.42886 20.52813
C 9.63590 21.81908 20.92261
O 8.48692 21.71432 21.71405
C 8.25586 22.83388 22.49825
H 8.86984 15.50638 23.87661
H 9.83676 16.78236 24.72879
H 10.67199 15.46003 23.88719
H 11.67076 16.42086 22.00839
H 11.53377 17.75261 23.15414
H 10.23541 17.84135 20.40284
H 11.91907 18.33879 20.66469
H 9.70975 19.34393 22.25905
H 9.40391 19.89874 19.92964
H 10.96141 20.44563 19.85568
H 9.44029 22.43138 20.02646
H 10.41565 22.30780 21.49149
H 8.01855 23.66915 21.87726
H 9.09207 23.10815 23.14414
H 7.40213 22.62675 23.12325

***

b | 215
Properties=species:S:1:pos:R:3 method="wB97M-V/def2-TZVPD" charge=0 e_homo_ha=-0.30435 lumo_ev=0.24 gap_ev=8.5 smiles=COC[C@H](C)N.COC[C@H](C)N.COC[C@H](C)N.COC[C@H](C)N.COC[C@H](C)N.COC[C@H](C)N.COC[C@H](C)N.COCCNCCOC.COCCNCCOC.COCCNCCOC.COCCNCCOC multiplicity=1
C -4.81319 3.86277 -2.32332
O -4.44630 3.50121 -3.63210
C -5.05886 4.27193 -4.72918
C -4.95348 3.56411 -6.08487
C -3.49743 3.39957 -6.55763
N -5.65061 4.17106 -7.22973
H -4.36686 3.25230 -1.53834
H -5.89775 3.75598 -2.30255
H -4.45886 4.89080 -2.24784
H -6.05559 4.66952 -4.53802
H -4.58466 5.24805 -4.83127
H -5.36220 2.55398 -6.05860
H -2.95600 2.83735 -5.79680
H -3.02735 4.35088 -6.80692
H -3.48541 2.93715 -7.54460
H -5.45674 5.13814 -7.44715
H -6.65786 4.10096 -7.20455
C -0.40862 10.17745 -3.49395
O 1.00636 10.01159 -3.36344
C 1.87672 10.54719 -4.42161
C 2.10023 9.73432 -5.70248
C 2.73418 10.46285 -6.88670
N 0.83295 9.06015 -6.07553
H -0.70047 11.16241 -3.85835
H -0.92912 9.92007 -2.57148
H -0.71283 9.34648 -4.13039
H 1.44277 11.50868 -4.69606
H 2.85019 10.75213 -3.97612
H 2.78530 8.92170 -5.46079
H 3.66518 10.98356 -6.66274
H 1.94391 11.09767 -7.28741
H 2.92280 9.76691 -7.70413
H 1.01763 8.44451 -6.85462
H 0.50709 8.60303 -5.23592
C -10.25338 -2.32987 -2.62963
O -10.37968 -3.61834 -1.99061
C -11.01711 -4.61898 -2.80698
C -10.06032 -5.21360 -3.88469
C -10.73889 -6.14203 -4.83109
N -8.85908 -5.90347 -3.31708
H -9.63035 -1.67399 -2.02155
H -11.28240 -1.97065 -2.64320
H -9.69901 -2.30296 -3.56774
H -11.23323 -5.40746 -2.08608
H -11.88597 -4.21852 -3.32929
H -9.67657 -4.42552 -4.53259
H -11.41690 -6.82512 -4.31943
H -10.12709 -6.72158 -5.52240
H -11.41407 -5.57099 -5.46839
H -8.06107 -5.60782 -3.86103
H -8.71099 -5.42027 -2.44262
C 0.56146 9.06400 4.39220
O 0.93750 7.74287 4.31631
C 2.23992 7.48481 3.75138
C 2.88656 6.15240 4.23550
C 4.22966 5.92778 3.50020
N 1.99758 5.02958 4.04779
H -0.16196 9.29658 5.17365
H 0.11782 9.42026 3.46248
H 1.44077 9.63546 4.68945
H 2.10499 7.44393 2.67054
H 2.92840 8.31292 3.91970
H 3.18735 6.34988 5.26439
H 4.98715 5.30464 3.97560
H 4.76587 6.87673 3.50961
H 4.11248 5.57141 2.47679
H 2.12260 4.51515 3.18765
H 1.04104 5.33362 3.93507
C 1.00222 -4.74414 -10.55982
O 0.00424 -5.43456 -9.82125
C 0.37508 -5.78138 -8.50909
C -0.70652 -6.56278 -7.84936
C -0.40855 -6.88345 -6.42643
N -0.93404 -7.85321 -8.50773
H 1.92780 -5.30611 -10.68470
H 1.17336 -3.78221 -10.07661
H 0.68421 -4.60519 -11.59309
H 1.21019 -6.48016 -8.55801
H 0.73383 -4.90997 -7.96132
H -1.65323 -6.02570 -7.90745
H 0.29368 -7.71703 -6.41546
H -1.33283 -7.14557 -5.91155
H -0.09699 -5.98264 -5.89769
H -1.01992 -7.49223 -9.44710
H -0.05922 -8.35797 -8.50760
C 5.62283 0.06301 5.85359
O 6.67266 -0.37555 4.91958
C 6.48902 -1.71398 4.48507
C 7.10380 -1.71833 3.03086
C 6.32999 -0.86160 1.98440
N 7.25209 -3.06449 2.41874
H 5.54915 -0.62785 6.69347
H 4.59201 0.01752 5.50224
H 5.75476 1.08050 6.22155
H 7.01021 -2.40212 5.15060
H 5.41590 -1.90252 4.45412
H 8.12195 -1.34263 3.13243
H 5.26078 -1.07083 1.95098
H 6.79218 -0.95465 1.00163
H 6.45116 0.16181 2.33942
H 7.39314 -2.99030 1.42139
H 6.29782 -3.39170 2.46777
C -2.90317 2.62332 5.90713
O -2.72153 3.96722 6.14396
C -3.11012 4.38044 7.38742
C -2.12853 3.91718 8.51542
C -2.68730 4.42880 9.81457
N -0.76792 4.35476 8.29263
H -2.61467 1.84575 6.61443
H -2.30739 2.42399 5.01640
H -3.97235 2.52065 5.72160
H -3.29456 5.45397 7.34721
H -4.05858 3.88167 7.58689
H -2.28395 2.83843 8.49951
H -2.76523 5.50833 9.94359
H -1.90849 4.35275 10.57337
H -3.55463 3.86254 10.15398
H -0.71057 4.07694 7.32328
H -0.72550 5.35884 8.19210
C 4.03769 -7.72484 2.12532
O 4.61037 -6.75753 1.22043
C 4.36267 -7.02631 -0.17617
C 4.73598 -8.44769 -0.66415
N 6.22324 -8.66691 -0.72606
C 6.58900 -10.00137 -1.15380
C 7.96770 -10.06207 -1.80278
O 8.93900 -10.36058 -0.86205
C 10.25181 -10.50423 -1.33811
H 4.15139 -7.31012 3.12691
H 4.59591 -8.66099 2.11524
H 2.96024 -7.86416 2.03706
H 4.76938 -6.24398 -0.81699
H 3.29472 -6.83669 -0.28396
H 4.40206 -8.60125 -1.69032
H 4.14535 -9.25134 -0.22438
H 6.54009 -8.49657 0.21770
H 5.87033 -10.19612 -1.94984
H 6.37662 -10.73506 -0.37617
H 8.22198 -9.09465 -2.23584
H 7.82860 -10.87991 -2.50980
H 10.53963 -11.26232 -2.06651
H 10.82524 -10.75636 -0.44609
H 10.61692 -9.58207 -1.79023
C -9.35094 -7.79911 5.80980
O -9.29256 -7.10525 4.55734
C -9.89513 -5.74881 4.55921
C -11.42636 -5.79133 4.58179
N -12.13497 -5.75821 5.90616
C -11.78038 -4.68211 6.86513
C -12.47041 -4.95594 8.23496
O -12.13507 -3.87536 9.04948
C -12.93718 -3.72259 10.22008
H -9.05261 -8.82699 5.60352
H -10.31081 -7.88937 6.31833
H -8.55367 -7.36517 6.41326
H -9.54718 -5.23420 3.66354
H -9.42105 -5.07772 5.27545
H -11.62593 -6.70911 4.02865
H -11.92899 -5.03203 3.98268
H -12.98501 -6.29386 6.00913
H -12.17341 -3.69833 6.60863
H -10.74532 -4.65786 7.20595
H -12.23991 -5.92717 8.67278
H -13.52902 -4.96337 7.97539
H -12.60613 -4.44058 10.97041
H -13.98306 -3.87493 9.95356
H -12.91118 -2.68248 10.54506
C 13.19777 7.66627 3.01510
O 13.35274 7.29004 1.66787
C 13.15379 5.88410 1.34781
C 13.22213 5.78702 -0.19819
N 13.10532 4.43726 -0.80871
C 11.74042 3.85696 -0.68833
C 10.57188 4.45887 -1.53664
O 10.05264 5.66021 -0.98866
C 8.93065 6.21570 -1.62691
H 12.14931 7.91153 3.18440
H 13.86744 8.52593 3.04025
H 13.57335 6.92525 3.72072
H 12.17570 5.50085 1.63858
H 13.99904 5.23664 1.58115
H 14.20657 6.18317 -0.44730
H 12.55285 6.55621 -0.58356
H 13.39454 4.50007 -1.77437
H 11.33011 3.81448 0.32060
H 11.85178 2.80121 -0.93550
H 9.84497 3.71096 -1.85341
H 10.95264 4.69725 -2.52978
H 8.15273 5.45409 -1.57307
H 9.24615 6.47223 -2.63822
H 8.57386 7.11737 -1.12914
C -2.90891 -1.84959 -3.40517
O -3.31423 -2.81289 -2.45578
C -3.44811 -2.21682 -1.18933
C -2.19441 -1.83702 -0.35481
N -1.53286 -0.71856 -1.03685
C -0.19414 -0.39795 -0.64036
C 0.23180 0.81654 -1.41337
O -0.49068 1.90521 -0.86055
C -0.54981 3.09478 -1.57420
H -3.23247 -2.30757 -4.33987
H -1.82557 -1.73404 -3.37155
H -3.40733 -0.88415 -3.31796
H -3.99340 -2.91830 -0.55792
H -4.19193 -1.42300 -1.25775
H -1.51413 -2.68834 -0.37868
H -2.53462 -1.74226 0.67639
H -2.13831 0.04969 -1.28849
H 0.45381 -1.20597 -0.98000
H -0.02607 -0.37535 0.43637
H -0.00003 0.68893 -2.47076
H 1.31240 0.95374 -1.37360
H -0.82061 2.84537 -2.60014
H 0.44255 3.53767 -1.48960
H -1.18728 3.85667 -1.12556

***

a wins, 719.6 kJ/mol ahead of the next structure.